(1)
Computed, not measured: a cluster of 11 separate species, C12H44BF4O10 in total at a distorted geometry, with the ωB97M-V functional and the def2-TZVPD basis.

Atoms and positions in Å:
H  2.451  -2.628  -0.215
C  2.620  -3.705  -0.219
H  -0.233  3.743  0.018
O  1.729  -2.007  -2.721
H  -2.542  1.055  5.997
H  -0.705  0.753  3.759
O  -2.709  1.437  -2.622
F  0.929  0.844  -0.956
H  -3.261  -1.472  -2.302
H  -1.156  2.652  1.091
H  -1.590  2.904  -3.506
H  -1.888  5.406  0.560
H  -2.954  -1.090  1.294
O  2.653  -4.229  1.123
F  0.568  -1.324  -0.445
O  -2.517  -1.642  -4.168
H  1.303  -1.596  -1.965
C  -0.923  3.691  0.861
H  -2.055  0.994  -2.076
H  2.461  -0.183  2.572
H  1.953  -3.824  1.640
H  -1.942  0.786  2.460
C  3.560  3.011  -1.220
H  3.443  3.138  -0.143
F  -0.585  0.297  0.586
H  3.640  -2.599  -3.167
H  4.413  -0.267  -3.578
C  3.338  -0.443  -3.536
H  0.950  1.142  1.175
H  -1.156  -2.419  3.032
H  -2.252  2.746  3.729
H  -3.653  -0.722  -0.262
H  -2.406  -2.038  -0.080
H  0.467  -1.907  1.357
C  2.698  0.551  1.802
O  0.618  -2.591  2.014
H  1.672  -4.072  -0.611
H  -3.676  -3.450  0.815
H  2.808  0.014  0.860
C  -2.379  2.825  -2.758
O  -4.177  -2.656  0.615
B  -0.016  -0.073  -0.602
C  -1.772  0.745  3.536
F  -0.947  -0.158  -1.548
H  -1.978  3.179  -1.808
O  -2.082  4.467  0.617
H  0.182  -3.238  3.870
C  -2.657  -2.187  -2.861
H  0.200  -1.496  3.827
H  -2.183  -0.228  3.803
H  -3.211  3.472  -3.034
H  -1.722  -1.997  -4.573
H  -3.125  -3.167  -2.955
H  3.057  -0.653  -4.568
H  2.754  0.391  -3.145
H  -1.693  -2.320  -2.372
H  3.549  -1.560  -1.769
H  4.135  2.097  -1.362
H  3.612  1.116  1.982
O  2.280  2.929  -1.903
C  -2.533  1.809  4.211
H  -0.334  4.140  1.661
H  4.139  3.820  -1.666
O  -2.138  1.818  5.578
H  1.697  2.307  -1.462
C  -0.090  -2.379  3.257
H  -3.606  1.678  4.071
C  3.120  -1.733  -2.756
H  3.451  -3.840  -0.912
O  1.669  1.475  1.717
C  -3.272  -1.538  0.353

## Properties
Charge: -1
DFT total energy (a.u.): -1660.4730
Lowest unoccupied orbital energy (eV): 2.569
Gap between HOMO and LUMO (eV): 9.6

Partial atomic charges computed with the Löwdin method, in multiples of e:
1. H 0.038
2. C -0.151
3. H 0.074
4. O -0.078
5. H 0.076
6. H 0.084
7. O -0.130
8. F 0.177
9. H 0.061
10. H 0.065
11. H 0.074
12. H 0.073
13. H 0.056
14. O -0.142
15. F 0.132
16. O -0.117
17. H 0.027
18. C -0.157
19. H 0.021
20. H 0.075
21. H 0.019
22. H 0.057
23. C -0.137
24. H 0.067
25. F 0.163
26. H 0.108
27. H 0.067
28. C -0.079
29. H 0.023
30. H 0.071
31. H 0.110
32. H 0.086
33. H 0.071
34. H 0.046
35. C -0.164
36. O -0.138
37. H 0.084
38. H 0.061
39. H 0.075
40. C -0.137
41. O -0.135
42. B -1.448
43. C -0.115
44. F 0.214
45. H 0.055
46. O -0.126
47. H 0.080
48. C -0.162
49. H 0.068
50. H 0.068
51. H 0.071
52. H 0.070
53. H 0.076
54. H 0.069
55. H 0.067
56. H 0.069
57. H 0.094
58. H 0.062
59. H 0.080
60. O -0.140
61. C -0.326
62. H 0.080
63. H 0.069
64. O -0.076
65. H 0.018
66. C -0.103
67. H 0.115
68. C -0.333
69. H 0.074
70. O -0.124
71. C -0.121

=====

(2)
Computed, not measured: a cluster of 10 separate species, C12H44O16 in total at a distorted geometry, with the ωB97M-V functional and the def2-TZVPD basis.

Atoms and positions in Å:
H  3.921  -6.088  14.152
C  4.633  -0.914  13.820
H  8.496  -4.542  11.443
H  3.612  -0.662  14.104
C  3.325  -6.026  10.244
C  10.665  -3.296  14.367
H  8.770  -6.275  10.329
O  3.277  -5.541  13.702
C  10.436  -6.427  11.646
C  4.507  -4.376  17.380
C  7.098  -9.251  16.903
H  5.263  -0.753  14.694
O  5.160  -7.300  14.703
C  4.860  -6.075  10.320
H  6.447  -8.864  18.743
H  6.581  -9.538  15.987
H  9.734  -2.987  13.891
H  7.745  -1.886  15.603
H  5.846  -3.128  16.791
H  2.903  -5.042  10.447
H  12.048  -5.565  11.403
H  11.716  -3.711  16.798
O  3.679  -2.692  12.492
H  6.563  -5.577  14.748
O  8.505  -7.647  17.809
H  7.109  -7.133  16.318
H  3.800  -4.968  13.142
H  6.006  -6.052  11.882
O  5.217  -5.583  11.604
H  7.797  -10.048  17.157
O  8.241  -5.268  12.017
H  9.403  -4.624  15.446
H  4.694  -4.385  19.538
H  7.942  -7.325  18.517
H  4.893  -4.869  16.488
H  5.388  -5.402  9.645
H  5.340  -7.923  13.999
O  6.416  -5.143  18.762
O  11.513  -2.131  14.583
O  6.099  -9.304  17.964
H  4.557  -0.223  12.086
O  4.997  -3.090  17.237
C  8.889  -6.350  11.410
H  4.955  -3.019  14.155
O  5.121  0.022  12.823
H  4.660  -7.802  15.346
O  11.221  -4.442  16.421
H  6.773  -4.253  18.785
H  8.544  -7.354  11.658
H  4.609  -6.032  18.804
O  7.266  -2.600  16.024
C  7.772  -7.946  16.613
H  9.720  -3.144  16.322
H  12.169  -2.345  15.250
O  6.830  -4.691  14.504
H  7.119  -3.236  15.323
H  3.419  -4.392  17.440
H  3.042  -6.322  9.234
H  8.541  -8.019  15.844
O  11.188  -5.395  11.013
H  3.621  -2.037  11.793
H  5.313  -7.065  10.268
C  10.166  -3.871  15.644
H  10.646  -6.509  12.712
H  10.739  -7.399  11.256
H  11.256  -4.028  13.817
C  4.983  -5.014  18.697
H  5.767  -2.365  12.776
C  4.821  -2.334  13.318
O  2.816  -6.907  11.189
H  7.041  -4.751  13.573
H  3.130  -6.563  12.028

## Properties
Structure (SMILES): OCCO.OCCO.OCCO.OCCO.OCCO.OCCO.O.O.O.O
DFT total energy (a.u.): -1687.3025
Lowest unoccupied orbital energy (eV): -0.175
Gap between HOMO and LUMO (eV): 9.4
ΔE to the lowest compared entry with this formula, charge and spin (kcal per mole): 50.1

Partial atomic charges computed with the Löwdin method, in multiples of e:
1. H -0.020
2. C -0.215
3. H 0.110
4. H 0.126
5. C -0.245
6. C -0.216
7. H 0.123
8. O -0.047
9. C -0.240
10. C -0.255
11. C -0.233
12. H 0.112
13. O -0.025
14. C -0.204
15. H 0.069
16. H 0.102
17. H 0.115
18. H 0.068
19. H 0.005
20. H 0.121
21. H 0.085
22. H 0.072
23. O -0.064
24. H 0.022
25. O -0.070
26. H 0.089
27. H -0.005
28. H 0.054
29. O -0.104
30. H 0.121
31. O -0.066
32. H 0.111
33. H 0.117
34. H 0.062
35. H 0.102
36. H 0.113
37. H 0.074
38. O -0.083
39. O -0.064
40. O -0.067
41. H 0.059
42. O -0.065
43. C -0.230
44. H 0.094
45. O -0.071
46. H 0.079
47. O -0.060
48. H 0.079
49. H 0.121
50. H 0.113
51. O -0.045
52. C -0.230
53. H 0.113
54. H 0.066
55. O -0.030
56. H -0.018
57. H 0.123
58. H 0.118
59. H 0.125
60. O -0.056
61. H 0.073
62. H 0.122
63. C -0.260
64. H 0.114
65. H 0.112
66. H 0.114
67. C -0.207
68. H 0.119
69. C -0.217
70. O -0.057
71. H 0.023
72. H 0.030

=====

(3)
Computed, not measured: a structure of composition C12H45Be2InKO19P2 at a distorted geometry, with the ωB97M-V functional and the def2-TZVPD basis.

Atoms and positions in Å:
O  1.854  -0.106  -3.901
C  0.046  -4.490  -0.723
H  0.399  5.345  2.266
H  -5.803  1.111  0.540
Be  -3.380  2.468  -1.816
H  -1.549  -2.770  -6.558
H  -3.987  -2.878  -2.269
C  0.395  4.255  2.262
H  -0.189  -2.084  -4.218
H  2.498  1.809  0.969
C  -0.680  1.145  4.237
O  1.412  -1.937  2.188
O  4.262  -0.007  -0.576
C  -3.918  0.984  1.534
H  -4.105  1.779  2.256
H  -1.051  -2.922  2.889
C  -5.211  0.405  1.122
H  -2.251  -2.441  -5.018
H  3.075  5.608  0.865
H  1.755  3.781  -0.803
H  -3.301  -1.893  1.734
H  5.444  -1.759  -0.176
H  -2.799  -3.658  -1.179
Be  -0.459  0.875  -4.271
O  2.014  1.302  1.625
O  -1.232  3.897  -1.517
H  3.547  -1.692  2.392
H  -3.467  0.276  2.228
O  -1.217  1.426  -2.092
O  0.500  2.771  -3.239
K  3.052  1.837  -2.604
P  -0.264  2.719  -1.846
H  -1.615  -4.044  -5.338
H  0.691  -2.954  -1.615
C  2.557  5.530  -0.091
H  -0.861  0.092  4.454
H  1.105  -2.639  2.766
O  2.001  -0.717  -1.419
H  -2.305  -2.754  -2.638
H  1.329  4.085  1.727
O  2.606  4.193  -0.634
O  -2.842  -1.600  -1.056
H  -0.929  -4.738  -1.144
C  -1.433  -2.981  -5.495
H  -5.047  -0.553  0.628
C  2.782  1.434  2.810
P  1.401  -1.110  -2.818
H  5.176  -1.190  -1.870
H  -3.388  -0.950  -1.505
H  2.708  -3.229  1.661
H  3.259  2.403  2.664
H  -5.796  0.098  1.989
H  3.046  6.184  -0.812
O  -0.115  -1.080  -2.832
C  5.258  -0.902  -0.822
C  2.761  -2.148  1.791
C  -3.005  -2.789  -1.803
H  -0.653  3.746  0.648
C  -2.801  -2.692  2.281
O  0.195  -3.086  -0.804
H  2.257  1.448  3.765
O  0.617  2.260  -0.674
In  -0.318  -0.309  0.095
H  0.480  3.798  3.248
H  3.498  0.682  3.142
O  1.788  -2.484  -3.380
H  0.194  1.494  4.787
H  2.864  -1.617  0.845
O  -0.590  1.146  2.766
H  0.829  -5.016  -1.270
O  -0.151  -2.442  -5.107
H  -1.546  1.752  4.500
H  3.414  -0.403  -0.790
H  -0.004  -4.941  0.268
H  -3.174  -2.576  3.299
H  1.498  5.790  -0.101
H  -2.963  -3.664  1.817
O  -1.416  -2.322  2.234
H  6.172  -0.308  -0.825
O  -0.853  3.785  1.586
H  -0.920  1.977  2.417
O  -3.156  1.180  0.352

## Properties
Charge: +1
DFT total energy (a.u.): -3415.5098
Lowest unoccupied orbital energy (eV): -7.558
Gap between HOMO and LUMO (eV): 3.5

Partial atomic charges computed with the Löwdin method, in multiples of e:
1. O -0.373
2. C -0.111
3. H 0.079
4. H 0.076
5. Be 1.059
6. H 0.075
7. H 0.094
8. C -0.079
9. H -0.041
10. H 0.058
11. C -0.077
12. O -0.163
13. O -0.173
14. C -0.410
15. H 0.118
16. H 0.074
17. C -0.116
18. H 0.054
19. H 0.085
20. H -0.017
21. H 0.055
22. H 0.085
23. H 0.078
24. Be 1.096
25. O -0.155
26. O -0.363
27. H 0.086
28. H 0.103
29. O -0.491
30. O -0.426
31. K 0.868
32. P 0.063
33. H 0.080
34. H 0.010
35. C -0.114
36. H 0.078
37. H 0.070
38. O -0.331
39. H 0.063
40. H 0.047
41. O -0.180
42. O -0.159
43. H 0.065
44. C -0.141
45. H 0.065
46. C -0.128
47. P -0.024
48. H 0.089
49. H 0.067
50. H 0.100
51. H 0.093
52. H 0.085
53. H 0.079
54. O -0.360
55. C -0.185
56. C -0.105
57. C -0.120
58. H 0.011
59. C -0.107
60. O -0.163
61. H 0.067
62. O -0.390
63. In 1.431
64. H 0.078
65. H 0.075
66. O -0.188
67. H 0.069
68. H 0.054
69. O -0.186
70. H 0.103
71. O -0.141
72. H 0.088
73. H -0.039
74. H 0.083
75. H 0.094
76. H 0.085
77. H 0.093
78. O -0.164
79. H 0.084
80. O -0.135
81. H 0.021
82. O -0.276